[1]
2 unconnected molecules or ions with the total composition C5H17N2O at a distorted geometry. Source: the OMol25 dataset; level of theory: wB97M-V/def2-TZVPD.

Geometry (Å):
C 1.55 0.34 0.21
N 1.29 -1.10 0.63
C 2.50 -1.94 0.66
C 0.58 1.20 1.00
N -0.84 0.70 0.90
C -1.43 0.79 -0.48
C -2.45 1.92 -0.45
H 1.49 0.24 -0.88
H 2.55 0.67 0.52
H 0.67 -1.43 -0.12
H 3.10 -1.80 1.56
H 3.10 -1.93 -0.28
H 2.05 -2.96 0.58
H 0.64 2.18 0.51
H 0.88 1.36 2.02
H -1.36 1.08 1.69
H -0.83 -0.30 1.14
H -2.03 -0.07 -0.81
H -0.63 0.97 -1.18
H -3.24 1.67 0.28
H -2.05 2.89 -0.15
H -3.04 1.93 -1.35
H -1.08 -2.50 -1.33
H -0.73 -2.12 -2.80
O -0.70 -1.80 -1.89

Maximum force, Eh/bohr: 0.05663
Total energy, Ha: -385.18226
Total charge: +1
Energy above the lowest of the compared OMol25 structures with the same formula, charge and spin, eV: 1.591

[2]
2 unconnected molecules or ions with the total composition C5H17N2O at a distorted geometry. Source: the OMol25 dataset; level of theory: wB97M-V/def2-TZVPD.

Geometry (Å):
C 0.90 -0.50 -1.51
C 0.60 -0.71 -0.02
C -0.10 0.55 0.45
C -1.67 0.35 0.50
C -2.36 -0.51 -0.55
N -2.47 0.22 -1.81
N 2.00 -0.75 0.59
H 1.54 0.37 -1.65
H 1.30 -1.42 -1.94
H 0.01 -0.45 -2.13
H 0.00 -1.58 0.21
H 0.04 0.79 1.51
H 0.09 1.41 -0.17
H -2.02 0.05 1.48
H -1.99 1.39 0.37
H -3.28 -0.88 -0.08
H -1.78 -1.41 -0.81
H -3.03 1.06 -1.63
H -3.21 -0.14 -2.42
H 2.46 0.14 0.38
H 2.02 -0.77 1.61
H 2.57 -1.52 0.28
H 2.08 1.75 2.13
H 3.42 1.32 2.99
O 2.88 1.25 2.20

Maximum force, Eh/bohr: 0.04547
Total energy, Ha: -385.19567
Total charge: +1
Energy above the lowest of the compared OMol25 structures with the same formula, charge and spin, eV: 1.226

[3]
2 unconnected molecules or ions with the total composition C5H17N2O at a distorted geometry. Source: the OMol25 dataset; level of theory: wB97M-V/def2-TZVPD.

Geometry (Å):
C -2.29 0.10 0.15
C -1.15 1.15 0.13
C 0.27 0.73 0.28
C 0.72 -0.41 -0.69
N 0.37 -0.08 -2.01
C 1.56 0.61 -2.64
N -2.10 -0.92 1.24
H -2.17 -0.41 -0.85
H -3.23 0.49 0.24
H -1.35 1.85 -0.67
H -1.29 1.65 1.07
H 0.59 0.29 1.35
H 1.00 1.50 0.15
H 0.23 -1.39 -0.39
H 1.80 -0.75 -0.53
H 0.23 -0.93 -2.64
H 1.15 1.19 -3.50
H 2.42 -0.06 -2.86
H 1.95 1.39 -2.04
H -2.14 -0.51 2.19
H -1.10 -1.19 1.23
H -2.65 -1.83 1.19
H 3.00 -0.55 2.72
H 2.17 -1.31 3.76
O 2.02 -0.60 3.13

Maximum force, Eh/bohr: 0.12426
Total energy, Ha: -384.70231
Total charge: +2
Energy above the lowest of the compared OMol25 structures with the same formula, charge and spin, eV: 2.527
Spin multiplicity: 2
Expectation value of S²: 0.754

[4]
2 unconnected molecules or ions with the total composition C5H17N2O at a distorted geometry. Source: the OMol25 dataset; level of theory: wB97M-V/def2-TZVPD.

Geometry (Å):
C -0.56 -0.02 -1.15
N -0.68 1.21 -0.42
C -1.90 1.68 0.13
C -2.29 3.12 -0.27
C 0.23 -1.18 -0.49
N 1.30 -0.72 0.45
C 2.54 -0.16 -0.15
H -1.56 -0.38 -1.38
H -0.17 0.17 -2.16
H -0.07 2.00 -0.64
H -2.69 0.94 0.02
H -1.80 1.64 1.25
H -2.80 3.58 0.58
H -2.87 3.12 -1.19
H -1.40 3.73 -0.37
H 0.64 -1.81 -1.26
H -0.39 -1.84 0.11
H 1.53 -1.57 0.99
H 0.89 -0.12 1.17
H 2.47 0.92 -0.29
H 2.71 -0.59 -1.13
H 3.40 -0.41 0.48
H 1.66 -3.68 1.14
H 0.59 -4.04 2.10
O 0.84 -3.30 1.51

Maximum force, Eh/bohr: 0.02401
Total energy, Ha: -384.75970
Total charge: +2
Energy above the lowest of the compared OMol25 structures with the same formula, charge and spin, eV: 0.966
Spin multiplicity: 2
Expectation value of S²: 0.754

[5]
3 unconnected molecules or ions with the total composition C5H17N2O2 at a distorted geometry. Source: the OMol25 dataset; level of theory: wB97M-V/def2-TZVPD.

Geometry (Å):
C 0.60 1.12 2.81
C -0.04 0.96 1.40
C 0.65 1.73 0.24
C 0.21 1.20 -1.09
C -1.03 1.23 -1.58
N -1.51 0.45 -2.60
N -0.26 -0.55 1.27
H 1.69 0.97 2.69
H 0.33 0.46 3.68
H 0.29 2.08 3.22
H -1.04 1.37 1.62
H 1.70 1.78 0.36
H 0.21 2.72 0.39
H 0.96 0.53 -1.54
H -1.87 1.82 -1.16
H -0.90 -0.28 -2.94
H -2.40 0.54 -3.04
H -0.92 -0.82 0.52
H -0.61 -0.86 2.19
H 0.61 -1.02 1.01
H -2.42 -2.57 1.26
H -1.66 -3.41 0.14
O -1.56 -2.72 0.82
H 2.71 -1.34 -2.31
H 3.49 -1.50 -1.09
O 2.77 -1.95 -1.55

Maximum force, Eh/bohr: 0.05242
Total energy, Ha: -460.53096
Energy above the lowest of the compared OMol25 structures with the same formula, charge and spin, eV: 0.630
Spin multiplicity: 2
Expectation value of S²: 0.751

[6]
3 unconnected molecules or ions with the total composition C5H17N2O2 at a distorted geometry. Source: the OMol25 dataset; level of theory: wB97M-V/def2-TZVPD.

Geometry (Å):
C 0.11 -1.75 -0.29
C 0.04 -0.79 -1.46
C -0.18 0.63 -1.01
C -1.39 1.17 -1.00
C 2.27 1.02 -0.98
N 0.93 1.30 -0.44
N -1.20 -1.77 0.43
H 0.86 -1.40 0.43
H 0.41 -2.76 -0.56
H 0.94 -0.88 -2.07
H -0.74 -1.10 -2.16
H -1.58 2.19 -0.68
H -2.27 0.65 -1.37
H 2.55 0.00 -0.73
H 2.99 1.66 -0.48
H 2.36 1.17 -2.06
H 0.76 2.29 -0.41
H -1.94 -1.99 -0.21
H -1.20 -2.43 1.21
H -1.40 -0.83 0.86
H -2.49 0.49 2.67
H -0.96 0.31 2.51
O -1.83 -0.15 2.43
H 0.80 1.17 1.02
H 1.41 1.07 2.47
O 0.73 0.70 1.89

Maximum force, Eh/bohr: 0.04188
Total energy, Ha: -460.45813
Total charge: +1
Energy above the lowest of the compared OMol25 structures with the same formula, charge and spin, eV: 0.926